The following is a quantum chemistry calculation of a cluster of 10 separate species, C34H82N6O14 in total in a non-equilibrium geometry, from the OMol25 dataset.

Maximum force ... 4.49 eV/A
SMILES ... CNC(C)=O.CNC(C)=O.CNC(C)=O.CNC(C)=O.CNC(C)=O.CNC(C)=O.COCCOC.COCCOC.COCCOC.COCCOC
Multiplicity ... 1
Energy relative to the best compared isomer or geometry (same formula, charge and spin) ... 199.09 kJ/mol
Highest occupied orbital energy ... -0.31927 Ha
Calculated total energy ... -74189.295 eV

CARTESIAN COORDINATES (ANGSTROEM)
C (-8.826, -3.213, 0.750)
O (-7.609, -2.492, 0.753)
C (-6.611, -2.959, -0.213)
C (-5.324, -2.215, -0.142)
O (-4.808, -2.529, 1.193)
C (-3.704, -1.725, 1.469)
H (-8.790, -4.176, 1.259)
H (-9.211, -3.405, -0.252)
H (-9.535, -2.555, 1.252)
H (-7.064, -2.845, -1.198)
H (-6.445, -4.036, -0.237)
H (-5.509, -1.155, -0.317)
H (-4.565, -2.460, -0.885)
H (-3.972, -0.669, 1.510)
H (-2.868, -1.843, 0.780)
H (-3.364, -2.124, 2.425)
C (4.038, -4.294, -0.971)
O (4.199, -5.705, -0.822)
C (3.291, -6.210, 0.133)
C (2.011, -6.734, -0.507)
O (1.364, -5.605, -1.148)
C (0.089, -5.953, -1.643)
H (4.379, -3.798, -0.062)
H (3.012, -4.040, -1.237)
H (4.649, -3.904, -1.784)
H (3.159, -5.599, 1.026)
H (3.757, -7.115, 0.525)
H (1.343, -7.207, 0.213)
H (2.175, -7.478, -1.286)
H (0.132, -6.864, -2.239)
H (-0.197, -5.238, -2.413)
H (-0.745, -5.988, -0.942)
C (2.328, -0.770, -1.158)
O (1.473, -0.330, -0.070)
C (1.130, 1.057, -0.134)
C (0.007, 1.494, 0.807)
O (-1.271, 0.804, 0.740)
C (-1.867, 1.041, -0.436)
H (1.887, -0.651, -2.148)
H (2.375, -1.847, -0.996)
H (3.307, -0.302, -1.048)
H (0.903, 1.215, -1.188)
H (1.970, 1.724, 0.058)
H (-0.267, 2.541, 0.671)
H (0.349, 1.296, 1.823)
H (-1.943, 2.110, -0.634)
H (-2.900, 0.702, -0.347)
H (-1.403, 0.505, -1.263)
C (0.320, 3.096, -2.976)
O (-0.647, 3.491, -2.038)
C (-0.513, 4.846, -1.531)
C (-1.810, 5.225, -0.800)
O (-1.970, 4.572, 0.428)
C (-1.152, 5.037, 1.489)
H (1.354, 3.207, -2.652)
H (0.134, 3.742, -3.834)
H (0.139, 2.068, -3.290)
H (-0.400, 5.569, -2.339)
H (0.433, 4.938, -0.997)
H (-2.590, 4.827, -1.449)
H (-2.018, 6.293, -0.739)
H (-1.539, 5.973, 1.890)
H (-0.097, 5.065, 1.214)
H (-1.382, 4.358, 2.310)
C (7.896, -0.562, 0.344)
C (6.451, -0.876, 0.683)
O (5.774, -1.663, 0.026)
N (5.895, -0.111, 1.661)
C (4.526, -0.195, 2.032)
H (8.577, -0.321, 1.160)
H (7.777, 0.299, -0.312)
H (8.351, -1.394, -0.194)
H (6.440, 0.643, 2.053)
H (4.480, -0.573, 3.053)
H (3.992, -0.909, 1.404)
H (4.029, 0.772, 1.959)
C (-4.017, -3.845, -3.604)
C (-2.454, -3.784, -3.497)
O (-1.716, -4.529, -4.126)
N (-2.042, -2.762, -2.754)
C (-0.671, -2.337, -2.439)
H (-4.441, -4.662, -3.020)
H (-4.335, -4.046, -4.627)
H (-4.548, -2.959, -3.255)
H (-2.722, -2.021, -2.668)
H (0.100, -3.104, -2.512)
H (-0.501, -1.941, -1.437)
H (-0.187, -1.622, -3.105)
C (-0.634, -0.714, 3.820)
C (-0.489, -2.100, 3.173)
O (-0.383, -3.067, 3.895)
N (-0.368, -2.225, 1.888)
C (-0.253, -3.471, 1.114)
H (0.270, -0.168, 4.092)
H (-1.346, -0.725, 4.644)
H (-1.139, -0.025, 3.143)
H (-0.357, -1.413, 1.287)
H (0.657, -3.449, 0.515)
H (-1.100, -3.818, 0.522)
H (-0.127, -4.298, 1.813)
C (3.857, 4.764, 0.727)
C (4.147, 6.093, 1.338)
O (4.271, 6.241, 2.535)
N (4.281, 7.149, 0.599)
C (4.019, 7.266, -0.825)
H (4.167, 3.936, 1.364)
H (4.111, 4.682, -0.330)
H (2.801, 4.518, 0.613)
H (4.609, 7.991, 1.050)
H (3.129, 6.702, -1.104)
H (4.943, 6.945, -1.307)
H (3.875, 8.315, -1.084)
C (-5.622, 1.557, -2.410)
C (-4.529, 0.718, -3.049)
O (-3.893, -0.166, -2.469)
N (-4.238, 1.085, -4.312)
C (-3.014, 0.546, -5.011)
H (-6.309, 0.902, -1.874)
H (-6.134, 2.109, -3.198)
H (-5.151, 2.294, -1.758)
H (-4.666, 1.875, -4.774)
H (-2.953, -0.542, -5.001)
H (-2.149, 1.008, -4.534)
H (-2.979, 0.826, -6.064)
C (1.875, 4.337, 4.461)
C (2.418, 2.910, 4.358)
O (2.714, 2.422, 3.266)
N (2.497, 2.130, 5.490)
C (2.992, 0.784, 5.593)
H (2.631, 5.085, 4.224)
H (1.484, 4.506, 5.465)
H (1.142, 4.460, 3.663)
H (2.203, 2.505, 6.381)
H (2.257, 0.145, 6.082)
H (3.903, 0.794, 6.192)
H (3.136, 0.317, 4.619)